{"formula": "C13H39Cl2HgO16P3", "method": "ωB97M-V with the def2-TZVPD basis set", "max_force_ha_per_bohr": 0.01690, "e_above_lowest_ev": 0.0000, "total_energy_ev": -103968.2367, "e_homo_ev": -8.555, "homo_lumo_gap_ev": 9.23, "mol_weight_g_mol": 815.86, "symbols": ["Hg", "Cl", "Cl", "C", "O", "P", "O", "O", "C", "O", "C", "H", "H", "H", "H", "H", "H", "H", "H", "H", "C", "O", "P", "O", "O", "C", "O", "C", "H", "H", "H", "H", "H", "H", "H", "H", "H", "C", "O", "P", "O", "O", "C", "O", "C", "H", "H", "H", "H", "H", "H", "H", "H", "H", "C", "C", "O", "O", "H", "H", "H", "H", "H", "H", "C", "C", "O", "O", "H", "H", "H", "H", "H", "H"], "xyz": [[26.1402, 2.0319, 14.9332], [24.6342, 4.0626, 15.3112], [27.6027, -0.0383, 14.5301], [28.0461, 1.2504, 10.8604], [28.1171, 2.6745, 10.6880], [28.1144, 3.6152, 11.9633], [27.4652, 3.0137, 13.1181], [29.6150, 4.0487, 12.1606], [30.6490, 3.1010, 12.4272], [27.4347, 4.9263, 11.4453], [28.1576, 6.0113, 10.8734], [27.7399, 0.8020, 9.9154], [27.3111, 0.9882, 11.6195], [29.0280, 0.8403, 11.0943], [30.2265, 2.1106, 12.6159], [31.1897, 3.3816, 13.3276], [31.3109, 3.0787, 11.5651], [29.1020, 5.7132, 10.4230], [28.3636, 6.7864, 11.6124], [27.5333, 6.4555, 10.0990], [26.1371, 4.2540, 18.7867], [26.4265, 2.9967, 19.4301], [26.0305, 1.6304, 18.7456], [26.3794, 1.5398, 17.3401], [26.7104, 0.5545, 19.6464], [26.3836, 0.4076, 21.0251], [24.5044, 1.3989, 19.0753], [23.5079, 2.2739, 18.5329], [25.6104, 4.1279, 17.8421], [27.0826, 4.7752, 18.6376], [25.5628, 4.8594, 19.4885], [25.4667, 0.9340, 21.2876], [27.1918, 0.7835, 21.6522], [26.2370, -0.6484, 21.2453], [22.6264, 1.6715, 18.3377], [23.8230, 2.7096, 17.5786], [23.2982, 3.0788, 19.2377], [21.2528, 0.8976, 15.8576], [21.9375, -0.2855, 16.2587], [23.4440, -0.5055, 15.8252], [24.2112, 0.7201, 15.6433], [23.9261, -1.4441, 16.9728], [25.2396, -2.0286, 16.8729], [23.3886, -1.3935, 14.5134], [22.5943, -2.5741, 14.4895], [20.5545, 0.6989, 15.0431], [21.9352, 1.6925, 15.5450], [20.6783, 1.2862, 16.6981], [25.7332, -1.7807, 15.9309], [25.1500, -3.1103, 16.9583], [25.8429, -1.6317, 17.6861], [22.5768, -2.9343, 13.4639], [21.5809, -2.4052, 14.8506], [23.0456, -3.3678, 15.0914], [29.2011, 3.0833, 16.1319], [29.8282, 3.6824, 17.3589], [29.9453, 5.0996, 17.1429], [27.8593, 3.5326, 15.9908], [29.1228, 2.0035, 16.2770], [29.7779, 3.2866, 15.2275], [30.8180, 3.2494, 17.5385], [29.1936, 3.4936, 18.2300], [30.2196, 5.4888, 17.9771], [27.8481, 4.4890, 16.1072], [22.8793, 2.1415, 12.2701], [24.3559, 2.1182, 12.0019], [25.0572, 1.2463, 12.8672], [22.3419, 0.8731, 11.8683], [22.4272, 2.9208, 11.6426], [22.6444, 2.3572, 13.3156], [24.7476, 3.1286, 12.1319], [24.5045, 1.8878, 10.9390], [24.7839, 0.3437, 12.6703], [21.3888, 0.9021, 11.9894]], "forces_ev_per_a": [[0.16, -0.08, 0.18], [0.26, -0.42, -0.12], [-0.30, 0.44, 0.11], [-0.19, -0.47, -0.22], [0.04, -0.06, -0.11], [-0.09, -0.27, -0.44], [-0.04, 0.07, 0.10], [0.23, 0.55, 0.20], [-0.21, -0.50, 0.07], [0.21, 0.17, 0.13], [0.04, 0.67, -0.45], [-0.04, 0.30, -0.10], [0.19, 0.03, 0.19], [-0.03, 0.06, 0.23], [0.06, 0.01, -0.09], [0.01, 0.27, -0.07], [0.08, -0.07, 0.04], [-0.05, -0.22, 0.05], [-0.07, -0.21, 0.18], [-0.07, -0.14, 0.04], [0.21, 0.27, 0.32], [0.06, 0.16, 0.22], [-0.41, 0.26, 0.12], [0.35, -0.25, -0.26], [0.28, -0.30, 0.16], [-0.15, -0.04, 0.60], [-0.21, -0.09, 0.13], [0.06, 0.21, -0.48], [0.09, 0.04, -0.05], [0.01, -0.12, -0.23], [-0.19, -0.14, -0.07], [0.01, 0.03, -0.12], [0.08, 0.05, -0.18], [0.06, -0.03, -0.18], [-0.10, -0.01, 0.19], [0.05, -0.11, 0.05], [-0.09, -0.10, 0.08], [-0.27, 0.77, -0.13], [-0.03, -0.05, 0.13], [-0.15, 0.05, -0.01], [-0.31, 0.03, -0.25], [-0.19, -0.49, 0.29], [0.39, 0.04, -0.04], [0.06, 0.26, -0.09], [0.09, -0.67, -0.06], [0.10, -0.25, -0.01], [0.16, -0.20, 0.03], [0.04, -0.24, 0.11], [-0.04, 0.10, 0.03], [-0.12, 0.03, 0.07], [0.00, -0.01, 0.00], [-0.08, 0.19, -0.06], [0.00, 0.18, -0.05], [0.05, 0.17, 0.11], [-0.51, -0.44, 0.39], [0.27, 0.36, -0.08], [-0.07, -0.24, 0.12], [0.47, 0.30, 0.19], [0.11, -0.02, -0.18], [0.08, 0.10, 0.02], [-0.03, -0.06, -0.05], [-0.04, -0.13, -0.04], [0.00, 0.17, -0.04], [-0.13, 0.10, -0.23], [-0.53, 0.01, -0.43], [-0.16, 0.59, -0.15], [-0.13, -0.01, -0.86], [0.04, -0.03, 0.17], [0.11, 0.10, 0.12], [0.25, -0.03, 0.05], [0.11, -0.08, 0.32], [0.11, -0.33, 0.11], [-0.01, -0.14, 0.28], [0.03, -0.07, 0.00]], "lowdin_charge": [0.7626, -0.1443, -0.1783, -0.0876, -0.1987, 0.3432, -0.2865, -0.2147, -0.0723, -0.1780, -0.0889, 0.0888, 0.0473, 0.0817, 0.0843, 0.0837, 0.0950, 0.0856, 0.0934, 0.0905, -0.0812, -0.2028, 0.3238, -0.2793, -0.1845, -0.0862, -0.2076, -0.0800, 0.0174, 0.0787, 0.0913, 0.0851, 0.0907, 0.0912, 0.0793, 0.0254, 0.0949, -0.0923, -0.2001, 0.3433, -0.2984, -0.1957, -0.0663, -0.2019, -0.0852, 0.0884, 0.0720, 0.0871, 0.0455, 0.0885, 0.0860, 0.0920, 0.0879, 0.0888, -0.2313, -0.2251, -0.0683, -0.1817, 0.1023, 0.1057, 0.1211, 0.1140, 0.0821, 0.0870, -0.2343, -0.2489, -0.1804, -0.0732, 0.1228, 0.0960, 0.1098, 0.1296, 0.0921, 0.0783]}

=====

{"formula": "C27H35BF4N4P2Pb", "method": "ωB97M-V with the def2-TZVPD basis set", "max_force_ha_per_bohr": 0.08542, "e_above_lowest_ev": 0.5604, "total_charge": 2, "total_energy_ev": -69881.8793, "e_homo_ev": [-12.297, -12.297], "homo_lumo_gap_ev": [2.81, 2.82], "mol_weight_g_mol": 771.56, "symbols": ["Pb", "C", "C", "C", "C", "C", "C", "C", "C", "C", "H", "H", "H", "H", "H", "H", "H", "H", "H", "H", "H", "H", "H", "H", "H", "P", "P", "N", "N", "N", "N", "C", "C", "C", "C", "C", "C", "C", "C", "C", "C", "C", "C", "C", "C", "C", "C", "C", "C", "H", "H", "H", "H", "H", "H", "H", "H", "H", "H", "H", "H", "H", "H", "H", "H", "H", "H", "H", "H", "F", "B", "F", "F", "F"], "xyz": [[0.1371, -3.0560, -3.7670], [-0.7778, 2.9428, -0.1147], [-1.4918, 2.4863, -1.1614], [-1.0924, 2.2403, -2.5947], [0.0597, 1.2113, -2.8346], [1.3729, 1.9142, -3.1018], [1.8063, 2.9843, -2.3742], [1.0000, 4.0639, -1.6484], [0.5534, 3.5969, -0.2174], [1.6679, -2.6627, -2.2481], [-1.1223, 2.7490, 0.9261], [-2.3553, 1.8617, -0.9075], [-0.8798, 3.1388, -3.2000], [-2.0314, 1.7921, -2.9876], [0.1006, 0.4841, -2.0059], [-0.2617, 0.6969, -3.7613], [1.9545, 1.5089, -3.9512], [2.8839, 3.1283, -2.2253], [0.1035, 4.4739, -2.1547], [1.6761, 4.9166, -1.4376], [1.3693, 3.0243, 0.2829], [0.4572, 4.5561, 0.3202], [1.2332, -2.1135, -1.4084], [2.3232, -2.0647, -2.8734], [2.2628, -3.5401, -2.0427], [1.2631, -1.3905, -7.1275], [-1.9875, -0.8655, -7.1053], [2.4908, -0.1704, -7.2024], [2.2266, -2.5954, -8.1301], [-1.9821, 0.8941, -7.4166], [-3.5987, -1.2260, -7.8617], [0.3201, -0.7022, -8.5821], [-1.0898, -1.2998, -8.6804], [3.4803, -0.0711, -6.2063], [4.4889, 0.7643, -6.6880], [4.0925, 1.2133, -7.9969], [2.8646, 0.6362, -8.2815], [2.5901, -3.8472, -7.6236], [2.9168, -4.6743, -8.7060], [2.7276, -3.9149, -9.9098], [2.3836, -2.6281, -9.5181], [-1.3967, 1.8089, -6.5155], [-1.3552, 3.0694, -7.1134], [-1.9208, 2.9378, -8.4242], [-2.2238, 1.5914, -8.6144], [-4.5259, -0.6364, -8.7281], [-5.6107, -1.5003, -8.9019], [-5.3004, -2.7085, -8.1857], [-4.0450, -2.5377, -7.6199], [0.8405, -0.8685, -9.5352], [0.2383, 0.3871, -8.4346], [-1.6315, -0.9205, -9.5666], [-1.1057, -2.4016, -8.7704], [3.3730, -0.6233, -5.2800], [5.4071, 1.0075, -6.1702], [4.6503, 1.8662, -8.6554], [2.2144, 0.7173, -9.1471], [2.6217, -4.0121, -6.5549], [3.2625, -5.6844, -8.6520], [2.8316, -4.2502, -10.9269], [2.2681, -1.7445, -10.1272], [-1.0978, 1.5103, -5.5231], [-0.9811, 3.9785, -6.6771], [-2.1013, 3.7362, -9.1211], [-2.5519, 1.1073, -9.5185], [-4.3517, 0.3371, -9.1684], [-6.5259, -1.2929, -9.4538], [-5.9170, -3.5955, -8.0683], [-3.4023, -3.2141, -7.0702], [-0.9959, -1.4319, -2.3254], [-1.1965, -1.7046, -0.7773], [-2.4144, -1.1999, -0.4304], [-1.1335, -3.1073, -0.7151], [-0.0942, -1.0449, -0.2058]], "forces_ev_per_a": [[-1.07, 0.34, 1.10], [2.81, 1.15, 2.84], [-1.11, -2.78, -2.68], [-2.12, 0.66, 0.12], [-0.04, 0.59, -0.91], [0.06, 0.74, 1.03], [-0.10, -0.36, -0.86], [0.10, -0.84, 1.25], [-0.20, 0.80, -0.75], [0.01, -0.13, -0.73], [-0.07, 0.29, -0.89], [-0.01, 0.49, 0.17], [-0.11, -0.35, 0.47], [0.74, 0.24, -0.15], [0.23, 0.34, -0.53], [0.18, -0.11, 0.63], [0.30, -0.14, 1.13], [-0.27, 0.26, -0.97], [0.82, -0.33, -0.02], [-0.33, -0.48, -0.42], [-0.68, 0.26, -0.05], [-0.10, -0.40, 0.69], [0.49, -0.33, -0.16], [0.43, 0.74, 0.14], [-0.03, -0.30, 0.58], [1.96, 1.45, -2.13], [-2.51, 1.79, -3.13], [-0.06, 0.16, 1.17], [-0.35, -1.09, 0.58], [0.82, 0.02, 0.28], [0.54, -1.36, 0.61], [-0.77, -0.46, -0.14], [0.30, -0.22, 0.28], [0.69, 0.76, -1.20], [-1.12, -0.75, 0.14], [-0.85, -0.78, 0.32], [0.79, 0.03, 0.23], [-0.55, 2.26, -1.01], [-0.11, 0.66, -2.71], [0.70, -1.98, 1.90], [-0.33, 0.06, 1.51], [-0.42, 0.85, -1.08], [-0.44, -1.49, 0.07], [0.21, -1.50, 0.57], [0.34, 0.99, 0.82], [-0.67, -0.27, 0.20], [1.29, 0.13, 0.62], [0.89, 0.35, 0.13], [-0.95, 0.70, -0.12], [-0.16, 0.25, 0.57], [0.04, -0.34, 0.08], [0.22, -0.07, 0.58], [0.17, 0.31, 0.05], [0.11, 0.13, -0.12], [-0.19, 0.04, -0.05], [-0.14, -0.04, 0.15], [0.44, 0.18, 0.28], [-0.08, -0.13, -0.15], [0.06, -0.34, 0.06], [0.23, -0.07, -0.02], [0.08, -0.15, 0.07], [-0.11, -0.11, -0.07], [0.00, 0.01, 0.12], [0.11, -0.03, -0.18], [-0.14, -0.03, 0.20], [-0.26, -0.19, 0.39], [0.45, -0.01, 0.11], [0.20, 0.26, -0.21], [-0.32, 0.00, 0.18], [-0.17, -0.46, -0.12], [0.18, -0.70, -0.33], [0.54, 0.16, -0.19], [0.22, 0.97, -0.11], [-0.81, -0.29, -0.24]], "lowdin_charge": [1.2773, 0.0778, 0.0837, -0.1355, -0.1547, -0.0742, -0.0677, -0.1625, -0.1305, -0.3313, 0.1633, 0.1468, 0.1280, 0.1295, 0.1031, 0.0837, 0.0994, 0.1146, 0.1163, 0.1254, 0.1628, 0.1439, -0.0089, -0.0368, -0.0013, 1.0659, 1.0762, -0.3104, -0.1798, -0.2704, -0.2692, -0.4081, -0.3920, -0.1483, -0.0566, -0.0465, -0.1297, 0.0060, 0.0408, 0.0410, 0.0063, -0.1524, -0.0747, -0.0561, -0.1445, -0.1293, -0.0675, -0.0835, -0.1875, 0.0582, 0.0763, 0.0931, 0.0848, 0.0894, 0.1059, 0.1103, 0.1026, 0.1287, 0.1239, 0.1304, 0.1310, 0.0623, 0.0941, 0.1038, 0.0955, 0.0841, 0.1054, 0.1019, 0.0852, -0.2168, -1.1323, 0.1822, 0.1113, 0.1070]}

=====

{"formula": "C3H5LiNiO3", "method": "ωB97M-V with the def2-TZVPD basis set", "max_force_ha_per_bohr": 0.06681, "s2": 3.76, "total_charge": 1, "total_energy_ev": -50569.8668, "e_homo_ev": [-9.506, -12.872], "homo_lumo_gap_ev": [4.99, 7.39], "spin_multiplicity": 4, "mol_weight_g_mol": 154.70, "symbols": ["O", "C", "C", "O", "O", "C", "Ni", "H", "H", "H", "H", "Li", "H"], "xyz": [[0.1276, 1.3389, 0.5952], [0.8689, 0.2509, 0.4724], [-1.2551, 1.0838, 0.2889], [1.9500, 0.3053, -0.1413], [0.0543, -0.7570, 0.0761], [-1.2345, -0.3013, -0.3661], [3.4230, 0.5779, -1.1250], [-1.6111, 1.8736, -0.3781], [-1.8162, 1.1003, 1.2303], [-1.2252, -0.3249, -1.4604], [-1.9356, -1.0496, 0.0142], [1.0132, -2.4384, -0.4406], [1.6408, -1.6594, 1.2344]], "forces_ev_per_a": [[-1.15, 1.89, -0.06], [-1.23, 0.64, 1.51], [-0.25, 0.14, 0.12], [2.85, -0.56, -1.02], [-0.58, -3.29, -0.81], [0.07, -0.14, 0.17], [0.58, 0.43, -0.39], [0.03, -0.18, 0.17], [0.01, -0.06, -0.27], [-0.23, 0.37, 0.15], [-0.26, 0.53, -0.07], [-0.26, 0.63, 0.15], [0.41, -0.41, 0.36]], "mulliken_spin": [-0.0304, 0.7569, 0.0353, 0.2011, -0.0543, 0.0301, 1.0351, 0.0058, 0.0026, 0.0119, 0.0003, 0.0726, 0.9330]}